(1)
Here is one molecule with the formula C3H5BrO at a distorted geometry from the Open Molecules 2025 dataset. Energies are from ωB97M-V with the def2-TZVPD basis set.

```
! RIJCOSX wB97M-V def2-TZVPD def2/J DEFGRID3
* xyz 0 1
C 1.31 0.21 -0.09
C -0.13 -0.02 -0.44
O -0.67 -1.29 -0.06
C -1.24 -0.17 0.53
Br -2.96 0.34 -0.01
H 1.57 0.07 0.93
H 1.56 1.12 -0.51
H 2.03 -0.44 -0.49
H -0.52 0.11 -1.48
H -0.96 0.07 1.62
*
```

LUMO energy: 0.98 eV
Molar mass: 136.98 Da
ΔE to the lowest compared entry with this formula, charge and spin: 98.2 kJ/mol
HOMO level: -10.1 eV

Partial charges, Löwdin, in e:
1. C -0.0257
2. C -0.3436
3. O -0.0794
4. C -0.7724
5. Br 0.7403
6. H 0.0780
7. H 0.0569
8. H 0.0679
9. H 0.1431
10. H 0.1348

(2)
Here is C37H37HgN10O5S2 as an isolated structure at a distorted geometry from the Open Molecules 2025 dataset. Energies are from ωB97M-V with the def2-TZVPD basis set.

```
! RIJCOSX wB97M-V def2-TZVPD def2/J DEFGRID3
* xyz -2 2
Hg 12.30 13.36 16.59
N 12.09 6.74 20.94
C 12.75 7.84 20.44
C 14.10 7.78 20.01
C 14.66 8.88 19.36
C 13.91 10.03 19.12
C 12.57 10.14 19.58
C 12.05 9.05 20.26
S 14.49 11.34 18.06
O 15.69 10.97 17.36
O 14.42 12.59 18.77
N 13.21 11.51 16.95
C 12.82 10.49 16.09
N 11.77 10.74 15.30
C 11.29 9.71 14.66
C 11.84 8.43 14.66
C 13.02 8.33 15.38
N 13.47 9.34 16.12
H 12.62 6.02 21.39
H 11.22 6.92 21.41
H 14.68 6.90 20.21
H 15.69 8.82 19.02
H 12.04 11.06 19.40
H 11.05 9.10 20.71
H 10.40 9.94 14.09
H 11.42 7.62 14.07
H 13.63 7.43 15.50
S 11.33 15.16 15.37
C 10.85 14.54 13.79
N 9.55 14.48 13.40
N 9.48 14.40 12.02
C 8.40 14.05 11.29
C 7.24 13.62 11.90
C 6.24 13.05 11.15
C 6.32 12.97 9.75
C 7.47 13.48 9.11
C 8.51 14.00 9.85
N 11.79 14.03 12.91
N 12.96 13.89 13.39
C 13.71 12.85 12.93
C 13.22 12.01 11.92
C 13.77 10.76 11.74
C 14.94 10.36 12.45
C 15.49 11.25 13.40
C 14.92 12.51 13.60
H 10.36 14.65 11.55
H 7.23 13.72 12.98
H 5.34 12.73 11.66
H 5.44 12.59 9.21
H 7.59 13.50 8.02
H 9.41 14.41 9.35
H 12.33 12.37 11.42
H 13.32 10.10 11.01
H 15.41 9.42 12.31
H 16.39 11.01 13.93
H 15.34 13.17 14.33
C 13.61 12.06 23.28
O 12.96 13.36 23.45
C 12.41 13.91 22.33
C 11.97 15.23 22.44
C 11.55 15.92 21.29
C 11.60 15.30 20.04
C 11.58 16.04 18.78
C 10.49 17.10 18.63
O 12.45 15.84 17.92
C 11.78 13.84 19.98
O 11.37 13.16 18.97
C 12.35 13.23 21.13
H 14.09 11.83 24.23
H 14.39 12.08 22.50
H 12.84 11.28 23.07
H 11.98 15.71 23.43
H 11.27 16.95 21.38
H 10.54 17.86 19.42
H 9.54 16.56 18.78
H 10.52 17.58 17.64
H 12.61 12.17 21.10
C 8.08 9.35 18.51
C 8.26 10.64 17.83
C 7.25 11.56 17.54
C 7.90 12.54 16.75
N 9.16 12.26 16.55
N 9.39 11.10 17.21
C 7.40 13.82 16.17
H 7.17 8.89 18.10
H 7.93 9.48 19.58
H 8.93 8.70 18.34
H 6.25 11.58 17.94
H 10.32 10.67 17.18
H 6.39 13.67 15.78
H 8.15 14.18 15.45
H 7.35 14.58 16.97
*
```

LUMO energy (alpha / beta): 3.77 / 3.77 eV
Molar mass: 966.49 Da
ΔE to the lowest compared entry with this formula, charge and spin: 0.0 kJ/mol
HOMO level (alpha / beta): -0.3 / -1.5 eV

Partial charges, Löwdin, in e:
1. Hg 1.0332
2. N 0.0850
3. C -0.3348
4. C -0.0364
5. C -0.0695
6. C -0.2805
7. C -0.0545
8. C -0.0363
9. S 0.6122
10. O -0.3182
11. O -0.3251
12. N -0.2458
13. C -0.5066
14. N 0.1085
15. C -0.1492
16. C -0.0667
17. C -0.1330
18. N 0.1275
19. H 0.0814
20. H 0.0842
21. H 0.0927
22. H 0.1105
23. H 0.0814
24. H 0.1129
25. H 0.1129
26. H 0.0840
27. H 0.1023
28. S 0.5017
29. C -0.7938
30. N -0.0007
31. N -0.0391
32. C -0.2674
33. C -0.0562
34. C -0.1326
35. C -0.1524
36. C -0.1488
37. C -0.0561
38. N -0.0892
39. N -0.0722
40. C -0.3175
41. C -0.0739
42. C -0.1249
43. C -0.1349
44. C -0.1241
45. C -0.0485
46. H 0.1171
47. H 0.0859
48. H 0.0885
49. H 0.0762
50. H 0.0872
51. H 0.1042
52. H 0.0879
53. H 0.0792
54. H 0.0612
55. H 0.0851
56. H 0.0916
57. C -0.0762
58. O -0.1070
59. C -0.3257
60. C -0.0661
61. C -0.0589
62. C -0.1280
63. C -0.4089
64. C -0.0181
65. O -0.0849
66. C -0.3718
67. O -0.1698
68. C 0.0219
69. H 0.0724
70. H 0.0981
71. H 0.0934
72. H 0.0925
73. H 0.0920
74. H 0.0644
75. H 0.0853
76. H 0.0746
77. H 0.0709
78. C -0.0519
79. C -0.3254
80. C -0.0062
81. C -0.3751
82. N 0.0929
83. N 0.0420
84. C -0.0507
85. H 0.0814
86. H 0.0704
87. H 0.0671
88. H 0.0933
89. H 0.1266
90. H 0.0689
91. H 0.0404
92. H 0.0707

Number 2 is which compound? C37H37HgN10O5S2

Look up the ΔE to the lowest compared entry with this formula, charge and spin of the first one. 98.2 kJ/mol

What is the ΔE to the lowest compared entry with this formula, charge and spin in the first record? 98.2 kJ/mol